DFT (ωB97M-V with the def2-TZVPD basis set) results for a single C4H11NS2 molecule.

CARTESIAN COORDINATES (ANGSTROEM)
1 C 3.674 -1.513 1.284
2 N 2.297 -1.321 0.858
3 C 2.000 0.032 0.376
4 C 0.652 0.509 0.874
5 C -0.527 -0.284 0.357
6 S -1.143 0.309 -1.266
7 S -3.029 0.996 -0.754
8 H 4.411 -1.505 0.465
9 H 4.008 -0.747 1.981
10 H 3.743 -2.480 1.793
11 H 2.106 -1.997 0.132
12 H 2.782 0.731 0.666
13 H 1.962 0.089 -0.724
14 H 0.504 1.536 0.532
15 H 0.664 0.647 1.958
16 H -1.389 -0.292 1.020
17 H -0.343 -1.365 0.300
18 H -3.752 0.077 -1.407

As for the charge: 0. The calculation puts the HOMO-LUMO gap at 0.3428 Eh. For the HOMO energy, the calculation gives -0.32213 Ha. For the calculated total energy, the calculation gives -1010.1108 a.u. As for the SMILES: CNCCCSS. The energy above the lowest of the compared OMol25 structures with the same formula, charge and spin is 0.749 eV.


DFT (ωB97M-V with the def2-TZVPD basis set) results for 2 unconnected molecules or ions with the total composition CH4N2O2.

CARTESIAN COORDINATES (ANGSTROEM)
1 C 0.114 0.805 -0.100
2 N -2.422 -1.329 0.199
3 N -1.844 -0.527 -0.358
4 O -1.089 1.594 -0.020
5 O 0.046 -0.567 0.103
6 H 0.346 0.649 -1.116
7 H 0.759 0.911 0.805
8 H -1.652 1.231 0.891
9 H -2.162 -1.926 0.942

As for the charge: 0. The calculation puts the HOMO-LUMO gap (spin up / spin down) at 0.3225 / 0.3077 Eh. For the HOMO energy (spin up / spin down), the calculation gives -0.32935 / -0.31813 Ha. For the calculated total energy, the calculation gives -300.2749 a.u. The energy above the lowest of the compared OMol25 structures with the same formula, charge and spin is 5.790 eV.


DFT (ωB97M-V with the def2-TZVPD basis set) results for 12 unconnected molecules or ions with the total composition C6H36N2O11.

CARTESIAN COORDINATES (ANGSTROEM)
1 C -3.399 0.989 1.887
2 C -2.103 0.549 1.252
3 C -1.196 -0.101 1.991
4 N 0.141 -0.394 1.616
5 C -2.053 0.953 -0.224
6 C -0.676 1.152 -0.864
7 C 0.065 2.270 -0.117
8 N 1.336 2.782 -0.606
9 H -3.746 1.945 1.489
10 H -3.333 1.209 2.951
11 H -4.214 0.297 1.673
12 H -1.598 -0.469 2.928
13 H 0.174 -0.604 0.633
14 H 0.480 -1.234 2.071
15 H -2.597 0.111 -0.673
16 H -2.594 1.864 -0.478
17 H 0.006 0.312 -0.778
18 H -0.787 1.447 -1.907
19 H -0.568 3.154 -0.008
20 H 0.172 1.882 0.893
21 H 1.165 3.457 -1.342
22 H 1.974 2.064 -0.968
23 O -3.060 -1.311 -3.114
24 H -2.803 -0.419 -2.853
25 H -3.520 -1.627 -2.326
26 O -3.366 -3.413 1.577
27 H -4.207 -3.130 1.201
28 H -2.911 -3.764 0.800
29 O 2.708 0.305 -0.614
30 H 2.435 -0.628 -0.545
31 H 3.544 0.315 -0.119
32 O 1.455 -2.089 -0.605
33 H 0.727 -1.990 -1.240
34 H 1.827 -2.957 -0.770
35 O 1.608 0.806 -3.778
36 H 2.496 0.614 -3.447
37 H 1.305 1.475 -3.146
38 O 0.193 -3.942 1.728
39 H 0.343 -3.676 0.813
40 H -0.634 -3.486 1.932
41 O -0.351 -0.953 -3.001
42 H -0.450 -1.337 -3.878
43 H 0.268 -0.206 -3.129
44 O 4.865 0.024 0.995
45 H 5.087 0.944 1.138
46 H 4.195 -0.237 1.635
47 O 1.282 4.765 1.749
48 H 1.363 3.960 1.216
49 H 2.185 5.009 1.971
50 O -1.214 -2.533 -0.910
51 H -0.970 -1.676 -0.532
52 H -1.482 -2.149 -1.764
53 O 2.180 1.527 2.264
54 H 1.371 1.028 2.441
55 H 2.299 1.733 1.336

As for the charge: 0. The calculation puts the HOMO-LUMO gap at 0.3116 Eh. For the HOMO energy, the calculation gives -0.31032 Ha. For the calculated total energy, the calculation gives -1187.3296 a.u. As for the SMILES: C/C(=C/N)CCCN.O.O.O.O.O.O.O.O.O.O.O. The energy above the lowest of the compared OMol25 structures with the same formula, charge and spin is 1.764 eV.


DFT (ωB97M-V with the def2-TZVPD basis set) results for a molecular structure, CH5BrN2O.

CARTESIAN COORDINATES (ANGSTROEM)
1 C 0.544 -0.570 -0.389
2 N 0.142 0.259 0.697
3 N -1.232 1.122 -0.079
4 O 0.649 -1.939 -0.097
5 Br -0.474 2.683 -0.864
6 H -0.076 -0.459 -1.182
7 H 1.453 -0.091 -0.680
8 H -0.481 -0.322 1.185
9 H -1.807 1.466 0.712
10 H 1.280 -2.150 0.697

As for the charge: 0. The calculation puts the HOMO-LUMO gap (spin up / spin down) at 0.2580 / 0.2686 Eh. As for the spin multiplicity: 3. For the HOMO energy (spin up / spin down), the calculation gives -0.24556 / -0.36209 Ha. For the calculated total energy, the calculation gives -2799.6114 a.u. The energy above the lowest of the compared OMol25 structures with the same formula, charge and spin is 1.807 eV.


DFT (ωB97M-V with the def2-TZVPD basis set) results for a molecular structure, C34H37N7ORbS.

CARTESIAN COORDINATES (ANGSTROEM)
1 Rb -0.605 -1.239 2.146
2 N -2.247 -0.661 -2.590
3 C -2.080 -1.193 -1.341
4 N -0.982 -1.739 -0.923
5 C 0.137 -1.760 -1.760
6 N 1.271 -2.259 -1.408
7 N 1.350 -2.598 -0.065
8 C 2.372 -3.274 0.229
9 C 2.533 -3.693 1.638
10 C 3.235 -4.828 1.988
11 C 3.338 -5.113 3.342
12 C 2.675 -4.316 4.299
13 C 2.087 -3.179 3.847
14 N 2.020 -2.875 2.538
15 C -0.063 -1.401 -3.182
16 C 0.954 -1.644 -4.091
17 C 0.777 -1.322 -5.420
18 C -0.384 -0.579 -5.792
19 C -1.349 -0.263 -4.835
20 C -1.236 -0.768 -3.557
21 H -2.974 -0.001 -2.748
22 H -2.953 -1.147 -0.679
23 H 3.088 -3.678 -0.540
24 H 3.705 -5.548 1.274
25 H 3.790 -6.035 3.604
26 H 2.661 -4.664 5.319
27 H 1.628 -2.473 4.565
28 H 1.858 -2.085 -3.691
29 H 1.533 -1.619 -6.147
30 H -0.479 -0.341 -6.836
31 H -2.271 0.224 -5.101
32 C 0.700 0.929 5.699
33 C -0.588 0.322 5.262
34 C -0.888 -1.018 5.445
35 C -2.108 -1.577 5.120
36 C -2.277 -3.037 5.390
37 C -3.029 -0.778 4.430
38 C -2.767 0.555 4.217
39 C -3.789 1.539 3.620
40 C -1.561 1.101 4.584
41 H 1.170 1.471 4.962
42 H 1.449 0.213 6.059
43 H 0.519 1.578 6.553
44 H -0.107 -1.600 5.977
45 H -3.315 -3.380 5.226
46 H -2.045 -3.221 6.424
47 H -1.589 -3.684 4.849
48 H -3.983 -1.261 4.122
49 H -4.501 0.955 3.031
50 H -3.363 2.294 2.946
51 H -4.352 2.029 4.393
52 H -1.355 2.161 4.318
53 C 3.010 1.086 -2.656
54 C 2.802 1.853 -1.369
55 C 1.588 1.391 -0.572
56 N 0.324 1.623 -1.286
57 C -0.806 1.930 -0.646
58 S -1.059 1.830 1.034
59 N -1.872 2.331 -1.411
60 C -2.063 2.463 -2.798
61 O -3.024 1.963 -3.331
62 C -1.122 3.289 -3.596
63 C -0.904 3.021 -4.936
64 C 0.048 3.766 -5.656
65 C 0.709 4.847 -5.071
66 C 0.399 5.158 -3.758
67 C -0.407 4.362 -2.988
68 H 3.941 1.408 -3.078
69 H 2.265 1.222 -3.450
70 H 3.055 0.009 -2.502
71 H 2.813 2.904 -1.522
72 H 3.669 1.688 -0.764
73 H 1.564 1.931 0.359
74 H 1.706 0.305 -0.368
75 H 0.408 1.740 -2.283
76 H -2.750 2.224 -0.854
77 H -1.512 2.285 -5.469
78 H 0.181 3.634 -6.714
79 H 1.338 5.438 -5.656
80 H 0.836 6.110 -3.348
81 H -0.746 4.672 -2.021

As for the charge: +1. The calculation puts the HOMO-LUMO gap at 0.2892 Eh. For the HOMO energy, the calculation gives -0.38607 Ha. For the calculated total energy, the calculation gives -2198.4939 a.u. The energy above the lowest of the compared OMol25 structures with the same formula, charge and spin is 0.015 eV.


DFT (ωB97M-V with the def2-TZVPD basis set) results for 3 unconnected molecules or ions with the total composition C2H9NO4.

CARTESIAN COORDINATES (ANGSTROEM)
1 N -1.962 1.336 0.245
2 C -0.635 1.292 0.841
3 C 0.397 0.890 -0.204
4 O 0.020 0.401 -1.239
5 O 1.672 1.053 0.110
6 H -1.992 1.442 -0.751
7 H -2.520 2.005 0.757
8 H -0.316 2.288 1.169
9 H -0.669 0.645 1.719
10 H 2.171 0.698 -0.649
11 O -1.978 -2.895 0.512
12 H -2.400 -2.826 1.380
13 H -2.483 -2.292 -0.068
14 O 3.215 -1.108 -1.273
15 H 3.811 -1.397 -0.536
16 H 3.669 -1.532 -2.011

As for the charge: 0. The calculation puts the HOMO-LUMO gap at 0.3577 Eh. For the HOMO energy, the calculation gives -0.33808 Ha. For the calculated total energy, the calculation gives -437.3249 a.u. As for the SMILES: NCC(=O)O.O.O. The energy above the lowest of the compared OMol25 structures with the same formula, charge and spin is 0.612 eV.


Number 2 is which compound?
CH4N2O2


The highest charge belongs to which entry?
C34H37N7ORbS


What is the calculated total energy in the fourth record?
-2799.6114 a.u.


Which formula does entry 6 have?
C2H9NO4